ORCA calculation (wB97M-V/def2-TZVPD) on C3H9N5 in the gas phase at a distorted geometry.

Cartesian coordinates (Å):
H -1.76311 0.17015 -1.54618
N -2.37640 -0.45285 -0.98899
N -1.98609 -0.59798 0.16325
N -0.82332 0.43985 0.56440
C -1.07386 1.85080 0.61449
C 0.26965 -0.25553 0.10821
C 0.57577 -1.62780 0.67087
N 1.08649 0.40037 -0.70480
N 2.33135 -0.05948 -0.83673
H -1.06616 2.17037 1.66182
H -2.08751 2.09208 0.26850
H -0.34090 2.41747 0.02122
H 1.47918 -1.57561 1.28624
H 0.70408 -2.34527 -0.14373
H -0.22628 -1.98947 1.31479
H 2.44172 -1.07021 -0.89734
H 2.85540 0.43313 -1.55601

Properties
Energy relative to the best compared isomer or geometry (same formula, charge and spin) = 455.73 kJ/mol
Kohn-Sham gap = 8.231 eV
SMILES = [H]/N=N\N(C)/C(C)=N/N
Total charge = 0

How positive or negative is each atom? The Löwdin charges in e answer that: atom 1 (H): 0.07, atom 2 (N): 0.07, atom 3 (N): 0.02, atom 4 (N): -0.15, atom 5 (C): -0.09, atom 6 (C): -0.44, atom 7 (C): -0.04, atom 8 (N): -0.03, atom 9 (N): -0.03, atom 10 (H): 0.08, atom 11 (H): 0.08, atom 12 (H): 0.08, atom 13 (H): 0.08, atom 14 (H): 0.08, atom 15 (H): 0.07, atom 16 (H): 0.07, atom 17 (H): 0.08

***

ORCA calculation (wB97M-V/def2-TZVPD) on 2 unconnected molecules or ions with the total composition C3H9N5 at a distorted geometry.

Cartesian coordinates (Å):
C 0.72135 0.63472 -0.90745
C -1.41367 -0.57039 -0.34296
C -0.62785 -0.25871 1.82857
H 0.62286 1.62475 -0.31166
H 1.34277 1.05361 -1.88965
H 1.19784 -0.26511 -0.27963
H -0.35326 -0.55359 -3.21998
H -1.59064 0.95782 -2.80959
H -2.29766 -0.72149 -0.86651
H -0.56414 0.29726 2.65614
H 1.41772 -0.86575 3.35810
H 2.73483 -0.31849 1.67557
N -0.44569 -0.09074 -1.03202
N -1.08982 0.02635 -2.40728
N -1.76877 -0.34267 0.98316
N 0.49581 -0.61427 1.41656
N 1.61831 0.00672 2.14864

Properties
Energy relative to the best compared isomer or geometry (same formula, charge and spin) = 1031.84 kJ/mol
Kohn-Sham gap = 8.381 eV
Total charge = 0

How positive or negative is each atom? The Löwdin charges in e answer that: atom 1 (C): -0.14, atom 2 (C): -0.20, atom 3 (C): -0.31, atom 4 (H): 0.11, atom 5 (H): 0.13, atom 6 (H): 0.10, atom 7 (H): 0.19, atom 8 (H): 0.14, atom 9 (H): 0.09, atom 10 (H): 0.06, atom 11 (H): 0.21, atom 12 (H): 0.14, atom 13 (N): -0.23, atom 14 (N): -0.05, atom 15 (N): 0.06, atom 16 (N): -0.21, atom 17 (N): -0.09

***

ORCA calculation (wB97M-V/def2-TZVPD) on 2 unconnected molecules or ions with the total composition C3H9N5 at a distorted geometry.

Cartesian coordinates (Å):
H 2.49609 -1.59554 -0.28295
N 2.20211 -0.77747 -0.82268
C 0.93172 -0.56701 -0.70643
N 0.41330 0.44738 -1.46082
C 0.01232 -1.65666 -0.11747
C -1.30860 -1.68152 -0.30630
H 1.16554 1.00309 -1.85376
H -0.35891 0.92258 -0.99744
H 0.49920 -2.40858 0.49562
H -1.82294 -0.94222 -0.91288
H -1.91326 -2.47108 0.13035
H -2.36688 2.05405 0.59433
N -1.56585 1.53645 0.97919
N -0.53565 2.22395 0.92231
N 0.48467 1.49676 1.42979
H 0.25683 0.53009 1.63899
H 1.41033 1.88571 1.27016

Properties
Energy relative to the best compared isomer or geometry (same formula, charge and spin) = 292.44 kJ/mol
Kohn-Sham gap = 10.118 eV
SMILES = [H]/N=C(/N)C=C.[H]/N=N/N
Total charge = 0

How positive or negative is each atom? The Löwdin charges in e answer that: atom 1 (H): 0.03, atom 2 (N): 0.09, atom 3 (C): -0.54, atom 4 (N): 0.10, atom 5 (C): -0.12, atom 6 (C): 0.01, atom 7 (H): 0.10, atom 8 (H): 0.05, atom 9 (H): 0.09, atom 10 (H): 0.06, atom 11 (H): 0.06, atom 12 (H): 0.05, atom 13 (N): 0.00, atom 14 (N): -0.16, atom 15 (N): 0.01, atom 16 (H): 0.08, atom 17 (H): 0.10

***

ORCA calculation (wB97M-V/def2-TZVPD) on a molecular structure, C3H9N5O at a distorted geometry.

Cartesian coordinates (Å):
C -0.73865 0.63491 0.06538
C 0.00945 -0.40219 0.76028
C 0.63974 1.91680 0.38633
N -0.99430 0.45281 -1.31540
N 1.01304 -1.06377 -0.00006
N 1.56814 1.93678 -0.59324
N -1.49836 -1.67466 0.90831
N -1.11960 -2.76755 0.50934
O 0.58539 2.67422 1.33017
H -1.54778 1.10705 0.61578
H 0.26263 -0.19666 1.79708
H -0.58492 -0.41600 -1.66082
H -1.98682 0.42751 -1.51839
H 1.88957 -1.09021 0.51017
H 0.71889 -2.03208 -0.18994
H 1.47476 1.24846 -1.33110
H 2.18278 2.73542 -0.68948
H -1.87394 -3.49085 0.41560

Properties
Energy relative to the best compared isomer or geometry (same formula, charge and spin) = 246.28 kJ/mol
Kohn-Sham gap (spin up / spin down) = 8.580 / 8.580 eV
Total charge = 0

How positive or negative is each atom? The Löwdin charges in e answer that: atom 1 (C): -0.29, atom 2 (C): -0.28, atom 3 (C): -0.44, atom 4 (N): 0.05, atom 5 (N): 0.03, atom 6 (N): 0.14, atom 7 (N): 0.00, atom 8 (N): -0.05, atom 9 (O): 0.03, atom 10 (H): 0.13, atom 11 (H): 0.13, atom 12 (H): 0.07, atom 13 (H): 0.08, atom 14 (H): 0.09, atom 15 (H): 0.05, atom 16 (H): 0.09, atom 17 (H): 0.11, atom 18 (H): 0.06

***

ORCA calculation (wB97M-V/def2-TZVPD) on C3H9NO in the gas phase at a distorted geometry.

Cartesian coordinates (Å):
C -0.85454 1.08054 -0.14240
C -0.59414 -0.21157 0.41463
O -1.05039 -1.26844 -0.41917
C 0.88278 -0.42323 0.60745
N 1.61515 0.07274 -0.56864
H -2.03541 1.31321 0.06241
H -0.35022 2.05932 0.30312
H -0.58943 1.11912 -1.22892
H -1.00246 -0.49127 1.37949
H -1.85989 -1.10047 -0.83245
H 1.12170 0.18239 1.42695
H 1.00471 -1.51385 0.81716
H 2.60447 -0.42982 -0.40265
H 1.10768 -0.38868 -1.41698

Properties
Energy relative to the best compared isomer or geometry (same formula, charge and spin) = 189.02 kJ/mol
Kohn-Sham gap = 10.471 eV
SMILES = C[C@@H](O)CN
Total charge = 0

How positive or negative is each atom? The Löwdin charges in e answer that: atom 1 (C): -0.10, atom 2 (C): -0.53, atom 3 (O): -0.03, atom 4 (C): -0.29, atom 5 (N): -0.04, atom 6 (H): 0.13, atom 7 (H): 0.13, atom 8 (H): 0.09, atom 9 (H): 0.14, atom 10 (H): 0.06, atom 11 (H): 0.09, atom 12 (H): 0.13, atom 13 (H): 0.12, atom 14 (H): 0.10

***

ORCA calculation (wB97M-V/def2-TZVPD) on 2 unconnected molecules or ions with the total composition C3H9NO at a distorted geometry.

Cartesian coordinates (Å):
C 1.28339 -4.17283 0.32548
O 0.87230 -3.20323 0.94574
H 1.58425 -5.01664 0.94401
H 1.45841 -4.29535 -0.72868
C -1.12960 1.29082 0.73321
C 0.08856 1.53580 -0.25104
N -0.09095 2.57020 -1.32343
H -0.84147 1.07830 1.72484
H -1.66459 2.22276 0.97747
H -1.72931 0.44566 0.38618
H 0.98721 1.78391 0.30839
H 0.26121 0.48895 -0.63854
H -0.18888 2.13538 -2.36307
H -0.89052 3.13627 -1.04056

Properties
Energy relative to the best compared isomer or geometry (same formula, charge and spin) = 242.69 kJ/mol
Kohn-Sham gap = 9.672 eV
SMILES = C=O.CCN
Total charge = 0

How positive or negative is each atom? The Löwdin charges in e answer that: atom 1 (C): -0.12, atom 2 (O): -0.02, atom 3 (H): 0.07, atom 4 (H): 0.07, atom 5 (C): -0.11, atom 6 (C): -0.33, atom 7 (N): -0.06, atom 8 (H): 0.04, atom 9 (H): 0.06, atom 10 (H): 0.06, atom 11 (H): 0.08, atom 12 (H): 0.10, atom 13 (H): 0.12, atom 14 (H): 0.04

***

ORCA calculation (wB97M-V/def2-TZVPD) on a molecular structure, C3H9NO at a distorted geometry.

Cartesian coordinates (Å):
C 0.66242 -0.84406 -1.46498
C 0.31683 -0.20654 0.69338
C -1.03549 0.41615 0.94110
H 1.56695 -1.80167 -1.35206
H 0.64719 -0.05289 -2.53538
H -0.57370 -1.37310 -1.46703
H 1.99928 0.60089 -0.53265
H 0.17588 -1.35574 0.61411
H 0.85628 0.05951 1.58485
H -1.65061 -0.23757 1.68684
H -1.60063 0.37952 -0.01097
H -1.51856 2.39605 0.90359
N 0.87865 0.28053 -0.51850
O -0.72449 1.73892 1.45770

Properties
Energy relative to the best compared isomer or geometry (same formula, charge and spin) = 499.07 kJ/mol
Kohn-Sham gap = 9.689 eV
Total charge = 0

How positive or negative is each atom? The Löwdin charges in e answer that: atom 1 (C): -0.24, atom 2 (C): -0.35, atom 3 (C): -0.31, atom 4 (H): 0.13, atom 5 (H): 0.13, atom 6 (H): 0.14, atom 7 (H): 0.19, atom 8 (H): 0.12, atom 9 (H): 0.11, atom 10 (H): 0.13, atom 11 (H): 0.10, atom 12 (H): 0.22, atom 13 (N): -0.20, atom 14 (O): -0.16

***

ORCA calculation (wB97M-V/def2-TZVPD) on 2 unconnected molecules or ions with the total composition C3H9NO at a distorted geometry.

Cartesian coordinates (Å):
C 0.76467 1.99900 -1.39934
O 1.42848 2.67629 -0.66570
H -0.21380 1.57981 -1.11650
H 0.98584 1.82897 -2.45754
C 0.16401 -0.19173 1.42670
C -0.82442 -0.82439 0.46267
N -0.14788 -1.44845 -0.70485
H 0.13422 0.89920 1.29937
H 1.19370 -0.48483 1.24638
H -0.20702 -0.28609 2.44469
H -1.52196 -0.08998 0.03811
H -1.52980 -1.54318 0.91374
H -0.78975 -2.06425 -1.18943
H 0.56371 -2.05036 -0.29832

Properties
Energy relative to the best compared isomer or geometry (same formula, charge and spin) = 175.18 kJ/mol
Kohn-Sham gap = 10.555 eV
SMILES = C=O.CCN
Total charge = 0

How positive or negative is each atom? The Löwdin charges in e answer that: atom 1 (C): -0.15, atom 2 (O): 0.00, atom 3 (H): 0.06, atom 4 (H): 0.08, atom 5 (C): -0.10, atom 6 (C): -0.36, atom 7 (N): -0.03, atom 8 (H): 0.06, atom 9 (H): 0.07, atom 10 (H): 0.07, atom 11 (H): 0.09, atom 12 (H): 0.10, atom 13 (H): 0.06, atom 14 (H): 0.06